1.
The following is a DFT calculation (the ωB97M-V functional and the def2-TZVPD basis) of a cluster of 5 separate species, C24H38Cl8N2O4 in total at a distorted geometry.

## Properties
**HOMO-LUMO gap**: 8.64 eV
**SMILES**: COCCCc1c(O)cc(C)c2c1C(=O)N(CCCN)C2=O.ClCCCl.ClCCCl.ClCCCl.ClCCCl
**Total charge**: 0

Cartesian coordinates (Å):
C1 -6.1212 0.0362 -1.2070
O1 -5.9479 -0.1287 -2.6340
C2 -5.0118 0.8823 -3.0454
C3 -4.2667 0.4395 -4.3423
C4 -3.7031 -1.0337 -4.3089
C5 -3.2679 -1.5399 -2.9057
C6 -3.7772 -2.7916 -2.3158
O2 -4.7213 -3.5762 -2.9825
C7 -3.3326 -3.2898 -1.0024
C8 -2.3374 -2.5588 -0.1959
C9 -1.8187 -3.0508 1.1832
C10 -1.8444 -1.3217 -0.7772
C11 -2.2972 -0.8232 -2.1021
C12 -1.5250 0.5038 -2.3389
O3 -1.7468 1.4701 -3.0108
N1 -0.3509 0.4243 -1.4651
C13 0.6849 -0.2686 -2.2840
C14 2.1286 0.4146 -2.2047
C15 2.2520 1.5054 -1.0870
N2 1.5131 2.7678 -1.4002
C16 -0.7974 -0.2940 -0.2748
O4 -0.4066 -0.0802 0.8366
H1 -6.8657 -0.7017 -0.8288
H2 -6.4383 1.1028 -1.0397
H3 -5.1120 -0.1723 -0.7417
H4 -5.6384 1.7846 -3.3257
H5 -4.3301 1.2343 -2.2281
H6 -3.4519 1.1336 -4.6669
H7 -5.0269 0.4698 -5.1764
H8 -4.5450 -1.7058 -4.6360
H9 -2.8489 -1.1781 -5.0200
H10 -4.3354 -4.4556 -3.1514
H11 -3.7277 -4.2272 -0.5535
H12 -1.3651 -2.2212 1.7882
H13 -0.9870 -3.7977 1.0303
H14 -2.6416 -3.6034 1.7195
H15 0.3759 -0.1710 -3.3654
H16 0.7537 -1.3688 -2.0748
H17 2.3981 0.8654 -3.1923
H18 2.8468 -0.4352 -2.0221
H19 1.9134 1.0541 -0.1117
H20 3.3375 1.8021 -0.9966
H21 0.8332 2.5904 -2.1422
H22 0.9432 2.9702 -0.5733
Cl1 -2.5058 -5.9703 2.5056
C17 -1.8308 -6.8207 3.9187
C18 -0.6180 -6.1143 4.4802
Cl2 0.7800 -6.2019 3.3782
H23 -1.5977 -7.8416 3.6188
H24 -2.6189 -6.8588 4.6712
H25 -0.3146 -6.5887 5.4139
H26 -0.8243 -5.0641 4.6829
Cl3 5.5668 4.8817 -1.0520
C19 3.8505 4.9433 -0.5681
C20 3.4797 6.2731 0.0452
Cl4 4.2485 6.5217 1.6356
H27 3.6640 4.1192 0.1186
H28 3.2620 4.7737 -1.4686
H29 2.4021 6.3166 0.2058
H30 3.7614 7.1043 -0.5997
Cl5 4.3538 8.6495 6.3773
C21 5.0907 7.5562 5.1778
C22 5.9156 6.4692 5.8276
Cl6 7.3913 7.1099 6.5937
H31 5.6883 8.1585 4.4947
H32 4.2720 7.1108 4.6119
H33 6.2380 5.7512 5.0726
H34 5.3456 5.9338 6.5858
Cl7 3.5319 -2.3340 2.3233
C23 3.4425 -3.8366 1.3710
C24 3.1050 -3.5723 -0.0784
Cl8 1.4345 -2.9858 -0.2816
H35 2.7082 -4.4906 1.8404
H36 4.4200 -4.3146 1.4412
H37 3.1874 -4.4966 -0.6514
H38 3.7781 -2.8378 -0.5192

Listed below, in e, are the Löwdin charges computed for each atom: atom 1 (C): -0.096, atom 2 (O): -0.209, atom 3 (C): -0.242, atom 4 (C): -0.158, atom 5 (C): -0.117, atom 6 (C): -0.067, atom 7 (C): -0.200, atom 8 (O): 0.012, atom 9 (C): 0.066, atom 10 (C): -0.160, atom 11 (C): -0.093, atom 12 (C): -0.022, atom 13 (C): 0.004, atom 14 (C): -0.347, atom 15 (O): 0.132, atom 16 (N): -0.010, atom 17 (C): -0.154, atom 18 (C): -0.150, atom 19 (C): -0.270, atom 20 (N): -0.009, atom 21 (C): -0.358, atom 22 (O): 0.123, atom 23 (H): 0.094, atom 24 (H): 0.097, atom 25 (H): 0.090, atom 26 (H): 0.132, atom 27 (H): 0.111, atom 28 (H): 0.102, atom 29 (H): 0.117, atom 30 (H): 0.115, atom 31 (H): 0.125, atom 32 (H): 0.119, atom 33 (H): 0.119, atom 34 (H): 0.085, atom 35 (H): 0.046, atom 36 (H): 0.019, atom 37 (H): 0.132, atom 38 (H): 0.058, atom 39 (H): 0.110, atom 40 (H): 0.100, atom 41 (H): 0.108, atom 42 (H): 0.101, atom 43 (H): 0.052, atom 44 (H): 0.071, atom 45 (Cl): 0.591, atom 46 (C): -0.646, atom 47 (C): -0.652, atom 48 (Cl): 0.551, atom 49 (H): 0.069, atom 50 (H): 0.074, atom 51 (H): 0.074, atom 52 (H): 0.073, atom 53 (Cl): 0.530, atom 54 (C): -0.690, atom 55 (C): -0.655, atom 56 (Cl): 0.539, atom 57 (H): 0.056, atom 58 (H): 0.054, atom 59 (H): 0.073, atom 60 (H): 0.069, atom 61 (Cl): 0.535, atom 62 (C): -0.685, atom 63 (C): -0.667, atom 64 (Cl): 0.532, atom 65 (H): 0.068, atom 66 (H): 0.042, atom 67 (H): 0.071, atom 68 (H): 0.068, atom 69 (Cl): 0.547, atom 70 (C): -0.661, atom 71 (C): -0.629, atom 72 (Cl): 0.647, atom 73 (H): 0.029, atom 74 (H): 0.074, atom 75 (H): 0.075, atom 76 (H): 0.068


2.
The following is a DFT calculation (the ωB97M-V functional and the def2-TZVPD basis) of a structure of composition C40H92Cl4Cu2N4O16P3 at a distorted geometry.

## Properties
**HOMO-LUMO gap (alpha / beta)**: 4.73 / 5.17 eV
**Multiplicity**: 2
**Total charge**: 0

Cartesian coordinates (Å):
Cu1 -9.5998 8.1093 3.1402
Cu2 -9.8794 10.1957 6.2412
C1 -6.8580 10.3174 0.8836
C2 -7.3175 11.4697 1.6895
C3 -7.5552 12.5725 0.5974
C4 -8.3635 13.7707 0.9778
C5 -9.6045 13.3731 1.7740
C6 -9.4166 12.3048 2.8934
N1 -8.4690 11.2029 2.5700
O1 -8.2450 10.1924 3.6568
C7 -10.8278 11.7381 3.2977
C8 -8.8505 13.0044 4.1258
C9 -6.0756 11.9768 2.4515
H1 -7.5538 9.8145 0.2120
H2 -6.6885 9.4665 1.5434
H3 -5.9664 10.5301 0.2936
H4 -7.9947 12.0899 -0.2756
H5 -6.5790 12.9087 0.2480
H6 -8.8195 14.3207 0.1546
H7 -7.8407 14.5320 1.5567
H8 -10.4144 13.0473 1.1213
H9 -9.9541 14.3509 2.1051
H10 -10.9844 10.7654 2.8315
H11 -11.6539 12.3924 3.0190
H12 -10.7330 11.6342 4.3786
H13 -9.5574 13.7366 4.5162
H14 -8.0415 13.7177 3.9684
H15 -8.5308 12.3379 4.9268
H16 -5.8347 11.2974 3.2691
H17 -6.2560 12.9260 2.9559
H18 -5.1152 12.1736 1.9751
C10 -6.8124 13.2535 8.4385
O2 -7.2216 12.8279 9.4806
N2 -5.8410 12.6425 7.6757
C11 -5.4158 13.1326 6.3726
C12 -5.1036 11.4488 8.0050
H19 -7.1439 14.1586 7.9065
H20 -4.3813 13.3963 6.5928
H21 -6.0572 13.9969 6.2003
H22 -5.7056 12.2200 5.8516
H23 -4.0632 11.7383 7.8568
H24 -5.1814 10.8228 8.8938
H25 -5.2219 10.7730 7.1580
C13 -9.6132 14.1636 -5.2216
O3 -8.7020 13.3836 -5.3372
N3 -9.7615 14.8903 -4.0975
C14 -8.8315 14.7143 -2.8819
C15 -10.7883 15.8779 -3.9343
H26 -10.2477 14.4245 -6.0827
H27 -9.2359 14.1465 -2.0440
H28 -8.5159 15.6469 -2.4140
H29 -7.9096 14.2589 -3.2433
H30 -10.3637 16.8817 -3.9452
H31 -11.3674 15.7344 -4.8465
H32 -11.3954 15.6654 -3.0543
C16 -14.4130 9.3148 4.6818
O4 -14.6168 9.3064 5.8988
N4 -14.9804 10.1310 3.7909
C17 -14.2439 10.2156 2.5488
C18 -15.8457 11.2113 4.2619
H33 -13.7720 8.5359 4.2406
H34 -13.4001 10.9030 2.6087
H35 -14.9414 10.5142 1.7662
H36 -14.0506 9.2608 2.0600
H37 -16.1929 11.0723 5.2857
H38 -15.3987 12.2050 4.2324
H39 -16.6843 11.3787 3.5860
Cl1 -0.2957 11.7014 -1.1191
C19 -1.8294 11.0466 -0.5112
C20 -2.8461 11.0191 -1.6927
Cl2 -3.1955 12.7464 -2.1560
H40 -2.1904 11.6150 0.3458
H41 -1.7130 10.0058 -0.2090
H42 -3.7805 10.6752 -1.2491
H43 -2.4574 10.4194 -2.5158
Cl3 -5.4999 16.6516 3.0108
C21 -6.6519 17.7812 2.1540
C22 -7.5101 18.3182 3.3115
Cl4 -6.4363 19.2819 4.2629
H44 -7.2006 17.1391 1.4650
H45 -6.0597 18.5306 1.6287
H46 -7.8856 17.5152 3.9458
H47 -8.4041 18.8944 3.0728
C23 -12.1768 11.7071 -5.0432
C24 -12.4886 12.1525 -3.6109
O5 -12.8642 11.0422 -2.8464
P1 -13.4985 11.3413 -1.3552
O6 -14.4322 10.3039 -0.8155
O7 -12.1777 11.5776 -0.3548
C25 -11.2373 10.5422 -0.1525
C26 -10.4018 10.3526 -1.4386
O8 -14.0923 12.8619 -1.3926
C27 -15.1214 13.4200 -0.5818
C28 -15.0212 14.8402 -0.3516
H48 -11.1192 11.4504 -5.1037
H49 -12.8326 10.9757 -5.5154
H50 -12.2852 12.5687 -5.7020
H51 -11.6708 12.6870 -3.1275
H52 -13.3065 12.8674 -3.7005
H53 -10.6336 10.7216 0.7372
H54 -11.7788 9.6257 0.0818
H55 -10.1277 11.2885 -1.9254
H56 -9.5310 9.7770 -1.1249
H57 -10.9102 9.7430 -2.1856
H58 -16.0248 13.3104 -1.1817
H59 -15.1551 12.8009 0.3147
H60 -13.9930 15.0057 -0.0297
H61 -15.2448 15.4150 -1.2503
H62 -15.6532 15.1221 0.4905
C29 -8.7788 5.0204 -0.0313
C30 -7.4027 4.4191 0.1304
O9 -6.2904 5.2504 0.3317
P2 -6.2072 6.1281 1.7047
O10 -7.3756 6.9872 2.0491
O11 -5.9259 4.9674 2.8988
C31 -4.9523 3.9526 2.7650
C32 -3.6552 4.5104 3.4721
O12 -4.8137 6.9987 1.6655
C33 -4.4473 7.9208 2.7504
C34 -3.2309 8.7160 2.2149
H63 -9.5359 4.2752 -0.2756
H64 -9.1323 5.5190 0.8713
H65 -8.9292 5.7611 -0.8168
H66 -7.4294 3.7246 0.9701
H67 -7.0086 3.7924 -0.6697
H68 -5.2574 3.0843 3.3490
H69 -4.9508 3.6328 1.7230
H70 -2.9937 3.7424 3.8729
H71 -3.1683 5.2024 2.7850
H72 -3.9775 5.0138 4.3836
H73 -5.2899 8.5486 3.0404
H74 -4.1793 7.2942 3.6011
H75 -2.7078 9.1726 3.0551
H76 -2.3731 8.3067 1.6812
H77 -3.4524 9.5833 1.5930
C35 -16.5227 14.0969 8.5550
C36 -15.5361 13.3407 7.6427
O13 -14.1847 13.8737 7.7053
P3 -12.9754 13.0389 6.8339
O14 -12.8739 11.5478 7.1087
O15 -13.5816 13.4134 5.3680
C37 -13.4193 14.7755 4.8848
C38 -12.7798 14.7896 3.4867
O16 -11.6854 13.9814 6.9757
C39 -11.0500 14.1508 8.1364
C40 -10.1130 15.3224 7.9984
H78 -17.5031 13.8230 8.1654
H79 -16.2436 13.6874 9.5258
H80 -16.4824 15.1841 8.4892
H81 -15.6992 12.2950 7.9035
H82 -15.9466 13.4563 6.6396
H83 -14.3903 15.2675 4.9412
H84 -12.8648 15.4031 5.5825
H85 -12.6212 15.7679 3.0330
H86 -11.7785 14.3688 3.5789
H87 -13.4280 14.2216 2.8193
H88 -11.8539 14.4148 8.8234
H89 -10.5228 13.2833 8.5333
H90 -9.4406 15.0414 7.1878
H91 -10.5394 16.1784 7.4755
H92 -9.5500 15.5280 8.9089

Atomic partial charges in e from the Löwdin method, atoms 1 to 99: atom 1 (Cu): 0.498, atom 2 (Cu): 0.271, atom 3 (C): -0.060, atom 4 (C): -0.500, atom 5 (C): -0.132, atom 6 (C): -0.183, atom 7 (C): -0.127, atom 8 (C): -0.462, atom 9 (N): -0.123, atom 10 (O): -0.336, atom 11 (C): -0.033, atom 12 (C): -0.064, atom 13 (C): -0.047, atom 14 (H): 0.075, atom 15 (H): 0.050, atom 16 (H): 0.083, atom 17 (H): 0.105, atom 18 (H): 0.116, atom 19 (H): 0.089, atom 20 (H): 0.093, atom 21 (H): 0.099, atom 22 (H): 0.107, atom 23 (H): 0.049, atom 24 (H): 0.053, atom 25 (H): 0.025, atom 26 (H): 0.067, atom 27 (H): 0.065, atom 28 (H): 0.054, atom 29 (H): 0.066, atom 30 (H): 0.059, atom 31 (H): 0.075, atom 32 (C): -0.348, atom 33 (O): 0.024, atom 34 (N): -0.226, atom 35 (C): -0.037, atom 36 (C): -0.059, atom 37 (H): 0.116, atom 38 (H): 0.096, atom 39 (H): 0.083, atom 40 (H): 0.089, atom 41 (H): 0.080, atom 42 (H): 0.098, atom 43 (H): 0.079, atom 44 (C): -0.380, atom 45 (O): 0.013, atom 46 (N): -0.173, atom 47 (C): 0.000, atom 48 (C): -0.076, atom 49 (H): 0.137, atom 50 (H): 0.060, atom 51 (H): 0.079, atom 52 (H): 0.082, atom 53 (H): 0.089, atom 54 (H): 0.079, atom 55 (H): 0.087, atom 56 (C): -0.350, atom 57 (O): -0.008, atom 58 (N): -0.164, atom 59 (C): -0.065, atom 60 (C): -0.036, atom 61 (H): 0.130, atom 62 (H): 0.075, atom 63 (H): 0.070, atom 64 (H): 0.093, atom 65 (H): 0.085, atom 66 (H): 0.064, atom 67 (H): 0.083, atom 68 (Cl): 0.544, atom 69 (C): -0.684, atom 70 (C): -0.604, atom 71 (Cl): 0.491, atom 72 (H): 0.065, atom 73 (H): 0.056, atom 74 (H): 0.048, atom 75 (H): 0.074, atom 76 (Cl): 0.487, atom 77 (C): -0.589, atom 78 (C): -0.719, atom 79 (Cl): 0.575, atom 80 (H): 0.054, atom 81 (H): 0.066, atom 82 (H): 0.055, atom 83 (H): 0.072, atom 84 (C): -0.051, atom 85 (C): -0.307, atom 86 (O): -0.187, atom 87 (P): 0.574, atom 88 (O): -0.250, atom 89 (O): -0.218, atom 90 (C): -0.270, atom 91 (C): -0.054, atom 92 (O): -0.202, atom 93 (C): -0.302, atom 94 (C): -0.083, atom 95 (H): 0.073, atom 96 (H): 0.084, atom 97 (H): 0.066, atom 98 (H): 0.106, atom 99 (H): 0.107


What did we get for molar mass? Answer: 702.2; 1247.0 g mol⁻¹, in the order shown.